10 unconnected molecules or ions with the total composition C42H57N10PS, computed with ωB97M-V/def2-TZVPD.

## Properties
SMILES: C#CP(S)CCCCN.c1cc[nH]c1.c1cc[nH]c1.c1cc[nH]c1.c1cc[nH]c1.c1cc[nH]c1.c1cc[nH]c1.c1cc[nH]c1.c1cc[nH]c1.c1cc[nH]c1
Maximum force: 1.5 eV/A
E_LUMO: 0.27 eV
Kohn-Sham gap: 8.52 eV
Molecular weight: 765.03 g mol⁻¹
HOMO level: -8.242 eV
Calculated total energy: -79499.2619 eV
2S+1: 1

Bonds (Å) are listed after each position.
Geometry (Å):
1 C 0.27 0.35 -1.00  C2 1.200, H10 1.053
2 C -0.16 -0.77 -0.94  C1 1.200, P3 1.775
3 P -0.74 -2.45 -0.87  C2 1.775, S4 2.109, C5 1.850
4 S -0.41 -3.27 -2.79  P3 2.109, H11 1.342
5 C -2.57 -2.17 -0.93  P3 1.850, C6 1.538, H12 1.080, H13 1.080
6 C -3.34 -3.46 -1.27  C5 1.538, C7 1.532, H14 1.084, H15 1.084
7 C -4.43 -3.27 -2.34  C6 1.532, C8 1.540, H16 1.087, H17 1.083
8 C -5.22 -1.95 -2.26  C7 1.540, N9 1.468, H18 1.082, H19 1.083
9 N -4.87 -0.96 -3.28  C8 1.468, H20 1.009, H21 1.008
10 H 0.31 1.39 -1.16  C1 1.053
11 H 0.84 -3.75 -2.76  S4 1.342
12 H -2.81 -1.84 0.07  C5 1.080
13 H -2.75 -1.38 -1.64  C5 1.080
14 H -2.64 -4.20 -1.63  C6 1.084
15 H -3.79 -3.86 -0.37  C6 1.084
16 H -3.95 -3.31 -3.31  C7 1.087
17 H -5.11 -4.11 -2.27  C7 1.083
18 H -6.26 -2.20 -2.43  C8 1.082
19 H -5.11 -1.47 -1.30  C8 1.083
20 H -3.87 -0.84 -3.34  N9 1.009
21 H -5.22 -1.26 -4.18  N9 1.008
22 C 0.74 5.53 0.97  C23 1.422, C26 1.369, H27 1.079
23 C 2.05 5.34 0.44  C22 1.422, C24 1.368, H28 1.077
24 C 1.93 4.59 -0.70  C23 1.368, N25 1.370, H29 1.077
25 N 0.60 4.33 -0.87  C24 1.370, C26 1.368, H30 1.003
26 C -0.13 4.90 0.13  C22 1.369, N25 1.368, H31 1.076
27 H 0.48 6.09 1.86  C22 1.079
28 H 2.97 5.72 0.86  C23 1.077
29 H 2.66 4.23 -1.39  C24 1.077
30 H 0.21 3.80 -1.63  N25 1.003
31 H -1.21 4.81 0.16  C26 1.076
32 C 2.27 1.55 4.28  C33 1.421, C36 1.368, H37 1.077
33 C 1.80 2.19 5.46  C32 1.421, C34 1.368, H38 1.077
34 C 1.17 3.34 5.07  C33 1.368, N35 1.371, H39 1.077
35 N 1.24 3.42 3.71  C34 1.371, C36 1.370, H40 1.006
36 C 1.91 2.33 3.22  C32 1.368, N35 1.370, H41 1.077
37 H 2.81 0.62 4.22  C32 1.077
38 H 1.91 1.85 6.47  C33 1.077
39 H 0.68 4.11 5.65  C34 1.077
40 H 0.87 4.17 3.15  N35 1.006
41 H 2.07 2.21 2.16  C36 1.077
42 C 6.28 6.52 -2.04  C43 1.421, C46 1.369, H47 1.077
43 C 7.58 6.50 -1.47  C42 1.421, C44 1.369, H48 1.077
44 C 7.43 6.17 -0.15  C43 1.369, N45 1.367, H49 1.076
45 N 6.10 5.99 0.10  C44 1.367, C46 1.368, H50 1.003
46 C 5.39 6.20 -1.06  C42 1.369, N45 1.368, H51 1.076
47 H 6.04 6.75 -3.07  C42 1.077
48 H 8.52 6.70 -1.96  C43 1.077
49 H 8.16 6.05 0.64  C44 1.076
50 H 5.70 5.76 0.99  N45 1.003
51 H 4.32 6.12 -1.08  C46 1.076
52 C 1.95 0.55 -5.98  C53 1.421, C56 1.370, H57 1.077
53 C 3.25 0.61 -5.40  C52 1.421, C54 1.370, H58 1.077
54 C 3.16 0.05 -4.15  C53 1.370, N55 1.368, H59 1.076
55 N 1.86 -0.33 -3.96  C54 1.368, C56 1.367, H60 1.005
56 C 1.12 -0.04 -5.07  C52 1.370, N55 1.367, H61 1.077
57 H 1.66 0.90 -6.96  C52 1.077
58 H 4.14 1.01 -5.85  C53 1.077
59 H 3.90 -0.10 -3.39  C54 1.076
60 H 1.50 -0.77 -3.13  N55 1.005
61 H 0.07 -0.27 -5.11  C56 1.077
62 C -0.42 -6.99 1.22  C63 1.422, C66 1.369, H67 1.077
63 C -1.14 -7.89 2.06  C62 1.422, C64 1.368, H68 1.077
64 C -2.33 -7.29 2.37  C63 1.368, N65 1.369, H69 1.076
65 N -2.36 -6.07 1.74  C64 1.369, C66 1.369, H70 1.002
66 C -1.20 -5.88 1.04  C62 1.369, N65 1.369, H71 1.078
67 H 0.56 -7.15 0.79  C62 1.077
68 H -0.81 -8.85 2.40  C63 1.077
69 H -3.15 -7.62 2.97  C64 1.076
70 H -3.12 -5.42 1.80  N65 1.002
71 H -1.04 -4.98 0.47  C66 1.078
72 C 2.89 -0.86 10.12  C73 1.422, C76 1.368, H77 1.077
73 C 2.42 -0.21 11.29  C72 1.422, C74 1.369, H78 1.077
74 C 1.80 0.94 10.90  C73 1.369, N75 1.368, H79 1.076
75 N 1.87 1.02 9.54  C74 1.368, C76 1.368, H80 1.002
76 C 2.53 -0.08 9.05  C72 1.368, N75 1.368, H81 1.076
77 H 3.43 -1.79 10.06  C72 1.077
78 H 2.53 -0.55 12.31  C73 1.077
79 H 1.31 1.71 11.48  C74 1.076
80 H 1.49 1.76 8.98  N75 1.002
81 H 2.69 -0.20 8.00  C76 1.076
82 C -9.64 -5.02 -3.37  C83 1.421, C86 1.369, H87 1.077
83 C -8.37 -5.03 -4.02  C82 1.421, C84 1.369, H88 1.077
84 C -8.06 -3.73 -4.31  C83 1.369, N85 1.368, H89 1.077
85 N -9.08 -2.93 -3.86  C84 1.368, C86 1.368, H90 1.003
86 C -10.05 -3.71 -3.29  C82 1.369, N85 1.368, H91 1.076
87 H -10.18 -5.87 -3.01  C82 1.077
88 H -7.77 -5.89 -4.24  C83 1.077
89 H -7.19 -3.30 -4.79  C84 1.077
90 H -9.11 -1.94 -3.94  N85 1.003
91 H -10.94 -3.28 -2.87  C86 1.076
92 C 5.62 5.39 5.72  C93 1.420, C96 1.371, H97 1.077
93 C 6.27 5.00 4.52  C92 1.420, C94 1.370, H98 1.077
94 C 5.29 4.68 3.62  C93 1.370, N95 1.366, H99 1.076
95 N 4.08 4.85 4.23  C94 1.366, C96 1.365, H100 1.005
96 C 4.27 5.29 5.51  C92 1.371, N95 1.365, H101 1.076
97 H 6.09 5.71 6.64  C92 1.077
98 H 7.33 4.96 4.35  C93 1.077
99 H 5.35 4.32 2.61  C94 1.076
100 H 3.19 4.68 3.80  N95 1.005
101 H 3.43 5.48 6.16  C96 1.076
102 C -1.70 -3.52 -6.26  C103 1.422, C106 1.370, H107 1.078
103 C -1.03 -3.56 -7.52  C102 1.422, C104 1.369, H108 1.077
104 C -1.95 -3.92 -8.46  C103 1.369, N105 1.368, H109 1.076
105 N -3.15 -4.11 -7.83  C104 1.368, C106 1.369, H110 1.002
106 C -3.01 -3.86 -6.49  C102 1.370, N105 1.369, H111 1.077
107 H -1.27 -3.27 -5.31  C102 1.078
108 H 0.01 -3.34 -7.70  C103 1.077
109 H -1.86 -4.07 -9.52  C104 1.076
110 H -4.01 -4.39 -8.27  N105 1.002
111 H -3.84 -3.96 -5.81  C106 1.077

---

17 unconnected molecules or ions with the total composition C51H119N16O16, computed with ωB97M-V/def2-TZVPD.

## Properties
Maximum force: 8.5 eV/A
E_LUMO: -5.06 eV
Kohn-Sham gap: 5.10 eV
Molecular weight: 1212.61 g mol⁻¹
HOMO level: -10.158 eV
Energy relative to the best compared isomer or geometry (same formula, charge and spin): 0.00 kJ/mol
Net charge: +1
Calculated total energy: -111417.5684 eV
2S+1: 1

Bonds (Å) are listed after each position.
Geometry (Å):
1 C 0.85 1.50 -2.52  C2 1.573, H12 1.090, H13 1.090, H14 1.090
2 C 0.44 1.48 -1.00  C1 1.573, C3 1.563, N7 1.560, C11 1.521
3 C -1.01 2.04 -0.84  C2 1.563, C4 1.558, H15 1.090, H16 1.090
4 C -1.56 1.93 0.61  C3 1.558, C5 1.576, H17 1.090, H18 1.090
5 C -0.96 0.78 1.50  C4 1.576, C6 1.575, H19 1.090, H20 1.090
6 C -0.42 -0.45 0.67  C5 1.575, N7 1.488, C9 1.596, C10 1.521
7 N 0.47 0.03 -0.42  C2 1.560, C6 1.488, O8 1.355
8 O 1.34 -0.89 -0.92  N7 1.355
9 C -1.66 -1.24 0.05  C6 1.596, H21 1.090, H22 1.090, H23 1.090
10 C 0.41 -1.27 1.64  C6 1.521, H24 1.090, H25 1.090, H26 1.090
11 C 1.41 2.29 -0.16  C2 1.521, H27 1.090, H28 1.090, H29 1.090
12 H 0.72 2.49 -2.96  C1 1.090
13 H 0.19 0.85 -3.10  C1 1.090
14 H 1.81 1.11 -2.85  C1 1.090
15 H -1.63 1.51 -1.56  C3 1.090
16 H -0.91 3.04 -1.26  C3 1.090
17 H -2.64 1.77 0.67  C4 1.090
18 H -1.35 2.89 1.08  C4 1.090
19 H -1.68 0.39 2.22  C5 1.090
20 H -0.17 1.22 2.09  C5 1.090
21 H -2.25 -0.68 -0.68  C9 1.090
22 H -2.31 -1.68 0.80  C9 1.090
23 H -1.31 -2.04 -0.60  C9 1.090
24 H 1.20 -0.61 1.98  C10 1.090
25 H 1.00 -2.09 1.23  C10 1.090
26 H -0.22 -1.70 2.43  C10 1.090
27 H 1.33 3.35 -0.41  C11 1.090
28 H 2.46 2.07 -0.38  C11 1.090
29 H 1.51 2.18 0.92  C11 1.090
30 O 4.15 -0.06 -3.19  C31 1.250
31 C 3.76 -0.77 -4.15  O30 1.250, N32 1.311, C33 1.531
32 N 2.53 -1.18 -4.28  C31 1.311, H34 1.010, H35 1.010
33 C 4.74 -1.21 -5.23  C31 1.531, H36 1.090, H37 1.090, H38 1.090
34 H 2.42 -1.84 -5.04  N32 1.010
35 H 1.70 -0.93 -3.75  N32 1.010
36 H 4.89 -0.33 -5.86  C33 1.090
37 H 4.36 -1.99 -5.89  C33 1.090
38 H 5.66 -1.52 -4.74  C33 1.090
39 O 0.49 3.95 2.49  C40 1.197
40 C 0.77 3.41 3.52  O39 1.197, N41 1.331, C42 1.486
41 N -0.07 2.69 4.26  C40 1.331, H43 1.010, H44 1.010
42 C 2.20 3.33 3.94  C40 1.486, H45 1.090, H46 1.090, H47 1.090
43 H -0.97 2.64 3.80  N41 1.010
44 H 0.27 2.09 4.99  N41 1.010
45 H 2.40 2.67 4.78  C42 1.090
46 H 2.39 4.31 4.38  C42 1.090
47 H 2.92 3.10 3.16  C42 1.090
48 O -0.95 -1.09 -2.98  C49 1.187
49 C -1.61 -1.25 -3.95  O48 1.187, N50 1.281, C51 1.502
50 N -2.81 -0.83 -4.11  C49 1.281, H52 1.010, H53 1.010
51 C -0.99 -1.77 -5.21  C49 1.502, H54 1.090, H55 1.090, H56 1.090
52 H -3.29 -0.93 -4.99  N50 1.010
53 H -3.27 -0.40 -3.32  N50 1.010
54 H -0.82 -0.94 -5.88  C51 1.090
55 H -1.66 -2.44 -5.75  C51 1.090
56 H -0.06 -2.32 -5.04  C51 1.090
57 O 6.72 2.47 0.02  C58 1.215
58 C 5.82 3.00 -0.60  O57 1.215, N59 1.333, C60 1.543
59 N 5.04 2.25 -1.39  C58 1.333, H61 1.010, H62 1.010
60 C 5.50 4.50 -0.45  C58 1.543, H63 1.090, H64 1.090, H65 1.090
61 H 5.33 1.29 -1.54  N59 1.010
62 H 4.31 2.67 -1.94  N59 1.010
63 H 4.45 4.70 -0.22  C60 1.090
64 H 5.91 5.08 -1.27  C60 1.090
65 H 6.08 4.81 0.42  C60 1.090
66 O 0.19 -4.62 0.08  C67 1.209
67 C 0.06 -5.17 -0.99  O66 1.209, N68 1.337, C69 1.488
68 N -0.30 -6.46 -1.08  C67 1.337, H70 1.010, H71 1.010
69 C 0.47 -4.46 -2.24  C67 1.488, H72 1.090, H73 1.090, H74 1.090
70 H -0.46 -7.01 -0.25  N68 1.010
71 H -0.23 -6.97 -1.95  N68 1.010
72 H 1.55 -4.51 -2.33  C69 1.090
73 H 0.04 -3.46 -2.29  C69 1.090
74 H 0.15 -5.02 -3.11  C69 1.090
75 O 0.06 2.70 -5.72  C76 1.246
76 C -1.17 2.67 -5.97  O75 1.246, N77 1.337, C78 1.550
77 N -1.61 2.35 -7.19  C76 1.337, H79 1.010, H80 1.010
78 C -2.11 2.92 -4.77  C76 1.550, H81 1.090, H82 1.090, H83 1.090
79 H -0.98 2.21 -7.96  N77 1.010
80 H -2.57 2.12 -7.39  N77 1.010
81 H -1.71 3.72 -4.14  C78 1.090
82 H -2.27 2.07 -4.10  C78 1.090
83 H -3.08 3.25 -5.14  C78 1.090
84 O -4.78 -4.01 2.02  C85 1.220
85 C -4.00 -4.45 1.19  O84 1.220, N86 1.326, C87 1.520
86 N -2.70 -4.39 1.41  C85 1.326, H88 1.010, H89 1.010
87 C -4.45 -4.86 -0.20  C85 1.520, H90 1.090, H91 1.090, H92 1.090
88 H -2.46 -3.98 2.30  N86 1.010
89 H -1.96 -4.83 0.88  N86 1.010
90 H -3.70 -5.01 -0.98  C87 1.090
91 H -5.11 -4.06 -0.53  C87 1.090
92 H -5.11 -5.73 -0.11  C87 1.090
93 O -0.69 5.68 -3.16  C94 1.234
94 C -0.48 6.66 -2.43  O93 1.234, N95 1.331, C96 1.523
95 N -0.10 7.84 -2.90  C94 1.331, H97 1.010, H98 1.010
96 C -0.94 6.51 -0.98  C94 1.523, H99 1.090, H100 1.090, H101 1.090
97 H -0.06 7.85 -3.91  N95 1.010
98 H -0.26 8.63 -2.29  N95 1.010
99 H -1.78 5.82 -0.95  C96 1.090
100 H -1.27 7.48 -0.60  C96 1.090
101 H -0.02 6.23 -0.46  C96 1.090
102 O -6.69 0.24 3.69  C103 1.241
103 C -6.20 -0.82 3.27  O102 1.241, N104 1.316, C105 1.495
104 N -6.79 -1.99 3.39  C103 1.316, H106 1.010, H107 1.010
105 C -4.86 -0.91 2.62  C103 1.495, H108 1.090, H109 1.090, H110 1.090
106 H -7.73 -2.00 3.76  N104 1.010
107 H -6.33 -2.82 3.06  N104 1.010
108 H -4.89 -1.43 1.67  C105 1.090
109 H -4.22 -1.64 3.13  C105 1.090
110 H -4.31 0.00 2.37  C105 1.090
111 O 2.17 -1.12 7.38  C112 1.227
112 C 2.83 -0.93 6.36  O111 1.227, N113 1.374, C114 1.482
113 N 2.17 -0.35 5.31  C112 1.374, H115 1.010, H116 1.010
114 C 4.28 -1.20 6.18  C112 1.482, H117 1.090, H118 1.090, H119 1.090
115 H 1.18 -0.22 5.50  N113 1.010
116 H 2.54 -0.27 4.38  N113 1.010
117 H 4.55 -1.57 5.19  C114 1.090
118 H 4.66 -1.93 6.89  C114 1.090
119 H 4.84 -0.27 6.30  C114 1.090
120 O 3.62 0.20 2.94  C121 1.214
121 C 4.45 0.57 2.13  O120 1.214, N122 1.316, C123 1.510
122 N 5.06 1.72 2.27  C121 1.316, H124 1.010, H125 1.010
123 C 4.90 -0.43 1.09  C121 1.510, H126 1.090, H127 1.090, H128 1.090
124 H 4.90 2.33 3.07  N122 1.010
125 H 5.71 2.00 1.55  N122 1.010
126 H 5.95 -0.24 0.89  C123 1.090
127 H 4.37 -0.15 0.18  C123 1.090
128 H 4.64 -1.44 1.39  C123 1.090
129 O -1.59 -3.52 3.85  C130 1.253
130 C -0.41 -3.84 4.11  O129 1.253, N131 1.317, C132 1.453
131 N 0.41 -4.25 3.16  C130 1.317, H133 1.010, H134 1.010
132 C 0.15 -3.74 5.45  C130 1.453, H135 1.090, H136 1.090, H137 1.090
133 H 0.10 -4.22 2.20  N131 1.010
134 H 1.40 -4.38 3.32  N131 1.010
135 H 1.15 -3.32 5.57  C132 1.090
136 H 0.14 -4.72 5.92  C132 1.090
137 H -0.46 -3.07 6.05  C132 1.090
138 O -2.86 2.69 3.72  C139 1.232
139 C -3.77 3.25 3.12  O138 1.232, N140 1.279, C141 1.524
140 N -4.94 2.76 3.27  C139 1.279, H142 1.010, H143 1.010
141 C -3.53 4.52 2.30  C139 1.524, H144 1.090, H145 1.090, H146 1.090
142 H -5.01 2.03 3.97  N140 1.010
143 H -5.77 3.04 2.77  N140 1.010
144 H -2.46 4.71 2.21  C141 1.090
145 H -4.06 5.38 2.70  C141 1.090
146 H -3.78 4.30 1.26  C141 1.090
147 C 2.62 -6.44 1.29  C148 1.567, H154 1.090, H155 1.090, H156 1.090
148 C 3.80 -6.12 2.27  C147 1.567, N149 1.415, H157 1.090, H158 1.090
149 N 3.29 -5.17 3.18  C148 1.415, C150 1.474, C152 1.466
150 C 3.90 -3.83 3.03  N149 1.474, C151 1.578, H159 1.090, H160 1.090
151 C 5.46 -3.71 3.25  C150 1.578, H161 1.090, H162 1.090, H163 1.090
152 C 3.20 -5.66 4.56  N149 1.466, C153 1.560, H164 1.090, H165 1.090
153 C 2.24 -6.89 4.64  C152 1.560, H166 1.090, H167 1.090, H168 1.090
154 H 2.05 -5.54 1.06  C147 1.090
155 H 1.99 -7.14 1.85  C147 1.090
156 H 3.01 -6.85 0.35  C147 1.090
157 H 4.30 -7.01 2.64  C148 1.090
158 H 4.57 -5.66 1.65  C148 1.090
159 H 3.52 -3.41 2.10  C150 1.090
160 H 3.44 -3.23 3.81  C150 1.090
161 H 6.05 -4.41 2.67  C151 1.090
162 H 5.80 -2.70 3.03  C151 1.090
163 H 5.72 -3.97 4.28  C151 1.090
164 H 2.80 -4.87 5.20  C152 1.090
165 H 4.15 -5.91 5.03  C152 1.090
166 H 1.19 -6.59 4.61  C153 1.090
167 H 2.24 -7.35 5.63  C153 1.090
168 H 2.43 -7.72 3.96  C153 1.090
169 C -5.33 -1.54 -2.24  C170 1.518, H176 1.090, H177 1.090, H178 1.090
170 C -5.83 -0.18 -2.68  C169 1.518, N171 1.503, H179 1.090, H180 1.090
171 N -5.19 0.98 -1.97  C170 1.503, C172 1.517, C174 1.407
172 C -5.45 2.30 -2.67  N171 1.517, C173 1.524, H181 1.090, H182 1.090
173 C -4.73 3.50 -2.06  C172 1.524, H183 1.090, H184 1.090, H185 1.090
174 C -5.46 0.98 -0.59  N171 1.407, C175 1.530, H186 1.090, H187 1.090
175 C -6.94 1.16 -0.22  C174 1.530, H188 1.090, H189 1.090, H190 1.090
176 H -6.06 -1.92 -1.53  C169 1.090
177 H -4.35 -1.41 -1.77  C169 1.090
178 H -5.26 -2.24 -3.07  C169 1.090
179 H -5.28 -0.05 -3.61  C170 1.090
180 H -6.88 -0.09 -2.98  C170 1.090
181 H -5.28 2.10 -3.73  C172 1.090
182 H -6.50 2.54 -2.54  C172 1.090
183 H -4.99 3.66 -1.01  C173 1.090
184 H -3.66 3.52 -2.28  C173 1.090
185 H -5.04 4.40 -2.58  C173 1.090
186 H -4.87 1.80 -0.19  C174 1.090
187 H -5.01 0.17 0.00  C174 1.090
188 H -7.23 2.15 -0.56  C175 1.090
189 H -7.07 1.27 0.86  C175 1.090
190 H -7.61 0.42 -0.65  C175 1.090
191 O 3.13 4.11 -2.41  C192 1.206
192 C 3.19 4.52 -3.55  O191 1.206, O193 1.333, C196 1.488
193 O 3.00 5.82 -3.79  C192 1.333, C194 1.377
194 C 3.10 6.14 -5.12  O193 1.377, C195 1.552, H197 1.090, H198 1.090
195 C 3.85 4.90 -5.69  C194 1.552, C196 1.522, H199 1.090, H200 1.090
196 C 3.59 3.74 -4.75  C192 1.488, C195 1.522, H201 1.090, H202 1.090
197 H 3.76 7.01 -5.22  C194 1.090
198 H 2.09 6.20 -5.51  C194 1.090
199 H 4.91 5.15 -5.74  C195 1.090
200 H 3.48 4.80 -6.71  C195 1.090
201 H 4.42 3.08 -4.51  C196 1.090
202 H 2.71 3.12 -4.93  C196 1.090

---

2 unconnected molecules or ions with the total composition C3H2N2O2, computed with ωB97M-V/def2-TZVPD.

## Properties
Maximum force: 2.3 eV/A
E_LUMO: 0.68 eV
Kohn-Sham gap: 10.26 eV
Molecular weight: 98.06 g mol⁻¹
HOMO level: -9.583 eV
Energy relative to the best compared isomer or geometry (same formula, charge and spin): 316.63 kJ/mol
Calculated total energy: -10214.9074 eV
2S+1: 1

Bonds (Å) are listed after each position.
Geometry (Å):
1 O -3.28 -0.17 -0.11  C2 1.134
2 C -2.30 0.39 -0.02  O1 1.134
3 C -0.33 -0.78 -0.12  N4 1.340, O7 1.316
4 N 0.16 0.45 0.06  C3 1.340, C5 1.381, H8 1.064
5 C 1.54 0.35 0.09  N4 1.381, N6 1.289, H9 1.079
6 N 1.92 -0.88 -0.06  C5 1.289, O7 1.402
7 O 0.71 -1.59 -0.19  C3 1.316, N6 1.402
8 H -0.68 1.10 0.12  N4 1.064
9 H 2.27 1.13 0.22  C5 1.079

---

Q: Among the records above, which one has the lowest molecular weight?
A: C3H2N2O2